1.
DFT (wB97M-V/def2-TZVPD) results for a structure of composition C34H67GeN2O2SSi7SnTe in a non-equilibrium geometry.

Calculated total energy ... -6579.3105 hartree
Energy above the lowest of the compared OMol25 structures with the same formula, charge and spin ... 29.3 kcal/mol
Frontier orbital gap (spin up / spin down) ... 7.0 / 4.8 eV
Total charge ... +2
Spin multiplicity ... 2
LUMO level (spin up / spin down) ... -5.728 / -8.107 eV

Geometry as XYZ:
```
116
Properties=species:S:1:pos:R:3:forces:R:3
Sn -0.659843 1.076438 0.573241 0.25 -1.72 0.60
C 5.213336 1.641463 -5.168694 -0.03 0.00 0.01
C 4.174702 1.140029 -4.209173 0.05 0.01 0.03
C 4.348633 -0.090716 -3.574617 -0.03 0.04 0.02
C 3.396668 -0.585713 -2.702630 -0.10 -0.21 0.08
C 2.270476 0.177967 -2.427492 0.14 -0.05 0.03
C 2.098655 1.424964 -3.012979 -0.17 0.06 0.00
C 3.036322 1.890315 -3.918313 0.04 -0.12 0.08
S 1.074887 -0.326157 -1.244253 -0.12 -0.07 -0.53
O -0.183966 0.334207 -1.640955 0.28 0.32 -0.06
O 0.977750 -1.739156 -1.056817 0.53 -0.30 -0.31
N 1.397428 0.443320 0.134412 -0.79 0.00 0.26
C 2.134802 -0.233857 1.120267 0.41 0.01 0.12
C 3.359000 -0.816171 0.896097 -0.37 0.24 -0.04
C 4.054748 -1.466760 1.927962 0.05 -0.02 0.10
C 3.521989 -1.546315 3.182826 0.10 -0.08 -0.01
C 2.272423 -0.951755 3.453467 -0.27 0.15 -0.09
C 1.654197 -0.998643 4.720367 -0.03 0.00 -0.04
C 0.452730 -0.373244 4.918382 0.06 -0.08 0.10
C -0.152446 0.283981 3.842675 -0.08 0.28 -0.15
N 0.380760 0.330571 2.637268 -0.43 0.17 -0.29
C 1.577606 -0.275625 2.420752 0.36 -0.20 0.06
H 6.117111 1.929070 -4.628827 0.02 0.01 -0.03
H 4.856770 2.505987 -5.724881 0.02 0.01 -0.01
H 5.488077 0.861469 -5.877891 0.02 0.02 -0.02
H 5.245151 -0.666003 -3.767172 -0.04 -0.06 -0.07
H 3.514252 -1.561563 -2.248083 0.01 -0.02 -0.02
H 1.222024 2.006080 -2.758215 0.00 0.07 -0.11
H 2.884867 2.842636 -4.410768 0.00 0.02 0.02
H 3.775988 -0.761461 -0.097394 0.16 -0.02 -0.01
H 5.026738 -1.889463 1.713678 -0.03 -0.08 0.03
H 4.038950 -2.057723 3.983739 0.05 0.01 -0.01
H 2.139495 -1.543923 5.520258 0.00 0.06 0.05
H -0.038463 -0.389379 5.880346 -0.02 0.02 -0.01
H -1.097353 0.800264 3.963638 -0.04 -0.09 0.09
C -3.218841 6.590019 1.900522 0.32 -0.01 -0.22
Si -1.360049 6.812783 2.158054 -0.10 0.09 0.35
C -0.890212 8.628720 2.347540 -0.03 -0.27 -0.14
C -0.777119 5.767587 3.625881 0.02 0.09 -0.36
Si -0.282645 6.017681 0.148091 0.11 -0.74 0.08
Te 0.239418 3.517544 0.292643 0.56 2.15 -0.58
Si -0.739380 6.617261 -2.181175 0.03 -0.22 -0.58
C -2.273507 5.624823 -2.660131 0.18 0.10 0.35
C 0.731006 6.010298 -3.208045 -0.17 0.10 0.36
C -0.994581 8.474689 -2.347245 0.05 -0.22 0.35
Si 2.423622 6.184534 0.281948 -0.09 0.38 0.20
C 3.433187 5.104751 -0.871898 -0.40 -0.02 0.16
C 2.685315 5.886698 2.116716 -0.05 -0.05 -0.31
C 2.397936 8.011035 -0.188670 -0.08 -0.34 0.01
H -3.776784 7.012689 2.738062 0.10 0.05 0.07
H -3.483625 5.533385 1.829847 0.04 -0.01 -0.01
H -3.566183 7.085148 0.992135 -0.02 0.01 -0.01
H -1.500955 9.094112 3.123260 -0.03 -0.03 0.03
H -1.048419 9.189005 1.424475 -0.04 0.02 -0.01
H 0.154272 8.750830 2.638792 0.03 -0.05 0.00
H -1.617790 5.491586 4.263754 -0.07 0.05 -0.04
H -0.056885 6.303958 4.244363 0.03 0.03 -0.03
H -0.306580 4.844727 3.279246 0.00 -0.03 0.05
H -2.067570 4.555071 -2.586624 0.02 -0.01 0.01
H -2.581423 5.835384 -3.685970 0.11 0.11 -0.04
H -3.121187 5.848531 -2.010181 -0.02 -0.01 0.01
H 1.101262 5.066237 -2.801754 -0.03 -0.04 -0.08
H 1.552040 6.728700 -3.219103 0.01 0.00 0.04
H 0.435669 5.835205 -4.243752 -0.11 0.04 0.00
H -1.893308 8.811261 -1.828380 -0.03 -0.03 0.02
H -1.105715 8.745951 -3.398797 0.01 -0.12 -0.06
H -0.152677 9.043385 -1.949560 0.03 -0.01 -0.01
H 3.378161 4.060429 -0.562053 0.03 0.01 0.01
H 4.482737 5.407656 -0.870862 -0.01 0.14 0.12
H 3.072564 5.169774 -1.897876 0.02 0.03 0.02
H 2.658339 4.818769 2.335836 -0.01 -0.01 0.00
H 1.910077 6.373064 2.709996 0.01 0.03 -0.01
H 3.652685 6.276181 2.443044 0.04 0.06 -0.08
H 2.191138 8.154090 -1.249778 0.02 -0.05 -0.02
H 3.372553 8.459016 0.022596 0.05 -0.04 0.04
H 1.645336 8.561135 0.378296 0.03 0.01 0.06
C -2.326327 -2.088400 -3.004083 -0.03 0.30 0.02
Si -3.087138 -0.434543 -2.535601 -0.29 -0.14 -0.23
C -4.979122 -0.431022 -2.612882 0.29 -0.14 0.09
C -2.452600 0.976414 -3.607447 0.11 -0.11 0.41
Ge -2.871019 -0.367085 -0.103420 -0.26 0.40 0.60
Si -3.054670 -2.439261 1.224179 -0.11 0.14 -0.06
C -1.988289 -3.829214 0.545027 -0.11 0.31 0.11
C -4.895316 -2.749441 0.932092 0.28 0.04 0.04
C -2.733765 -2.036596 3.040993 -0.01 -0.07 -0.31
Si -4.029179 1.533941 0.885105 -0.77 0.52 0.07
C -3.880471 2.939207 -0.386198 0.09 -0.39 0.05
C -5.857618 1.232100 1.223477 0.21 -0.15 -0.14
C -3.308466 2.189510 2.523899 0.21 -0.44 -0.20
H -2.326458 -2.230476 -4.086420 -0.04 0.03 -0.03
H -2.872182 -2.921759 -2.559635 -0.02 0.01 0.03
H -1.290465 -2.131433 -2.661894 -0.01 -0.05 0.00
H -5.323394 -0.464954 -3.648132 0.03 0.00 -0.04
H -5.390883 0.470533 -2.154605 0.01 0.03 -0.03
H -5.407116 -1.293600 -2.097986 -0.02 0.00 0.01
H -2.690336 0.749244 -4.648764 -0.09 -0.06 0.01
H -1.372719 1.071806 -3.521876 0.02 0.03 -0.05
H -2.912540 1.933677 -3.357214 -0.05 -0.01 0.02
H -2.346797 -4.144781 -0.435327 -0.01 0.03 -0.02
H -2.039571 -4.694826 1.208799 -0.03 0.01 0.04
H -0.941132 -3.541550 0.441020 0.01 0.03 0.02
H -5.118241 -2.872346 -0.129407 0.02 -0.02 -0.01
H -5.505909 -1.928571 1.312163 0.01 0.02 0.01
H -5.215602 -3.662367 1.438683 0.04 -0.03 0.03
H -1.691450 -1.787894 3.245032 0.01 -0.06 -0.07
H -2.989411 -2.905361 3.651846 -0.01 -0.03 0.00
H -3.357694 -1.205325 3.376274 -0.02 0.01 -0.04
H -4.614098 2.801493 -1.183487 0.01 -0.03 -0.04
H -2.892007 2.951939 -0.853033 0.02 0.11 -0.04
H -4.062677 3.917317 0.062650 0.00 -0.01 0.07
H -6.356415 0.765260 0.372620 -0.03 0.00 -0.01
H -6.363737 2.178298 1.424779 0.03 0.04 0.02
H -6.002822 0.587766 2.092168 0.00 -0.02 0.00
H -2.222482 2.082458 2.582591 0.09 0.14 0.11
H -3.723830 1.659470 3.382786 -0.04 -0.04 -0.01
H -3.524198 3.251439 2.648564 -0.09 0.01 -0.07
```
Forces are in eV/Å.



2.
DFT (wB97M-V/def2-TZVPD) results for a structure of composition C34H67N4O4P2Se4SiTcTe in a non-equilibrium geometry.

Calculated total energy ... -12782.7763 hartree
Frontier orbital gap (spin up / spin down) ... 4.4 / 3.8 eV
Total charge ... -1
Spin multiplicity ... 4
LUMO level (spin up / spin down) ... 1.257 / 0.694 eV

Geometry as XYZ:
```
118
Properties=species:S:1:pos:R:3:forces:R:3
Tc 0.347357 0.728363 -0.032443 0.65 -0.84 -0.59
Se 0.524694 1.083548 2.420373 -0.25 0.02 0.49
Se 1.884152 1.869746 6.528699 -0.09 0.07 0.28
Se 3.291174 1.046684 4.929383 0.08 -0.35 0.09
Se 2.639001 2.059768 2.965477 -0.05 0.14 -0.63
C -2.766256 -0.438702 -1.398238 2.01 0.84 -1.83
P -1.990329 0.905613 -0.449706 -0.40 0.92 1.45
C -2.117184 2.515435 -1.378206 -0.70 -0.45 -0.14
N -3.210647 2.708228 -2.090195 0.59 -0.02 0.94
C -3.434269 3.957737 -2.568194 -0.30 -1.11 -0.04
C -4.691315 4.166516 -3.199603 0.94 0.04 -0.13
C -4.930882 5.400744 -3.675456 -0.49 0.50 0.40
C -3.984515 6.447120 -3.443116 -3.30 0.83 -1.89
C -2.848208 6.287604 -2.811238 1.48 -1.50 1.19
C -2.507207 4.982007 -2.352867 -0.92 0.07 -0.25
N -1.383405 4.754209 -1.670743 1.52 -0.67 0.86
C -1.126701 3.545137 -1.185369 -1.63 0.83 -1.06
P 0.410529 3.192642 -0.289980 0.12 0.67 0.82
C 0.180119 4.209160 1.242016 -0.24 1.40 -0.20
C 1.764709 4.221280 -1.099189 0.08 0.62 0.33
C 1.577644 5.768471 -0.930330 0.04 -0.11 -1.19
C 1.969597 3.868497 -2.590761 0.18 -0.44 0.77
C 3.024599 3.862246 -0.247398 -0.90 0.72 0.14
C -3.231686 1.177737 1.007506 -0.77 0.68 -0.95
C -4.713596 1.040731 0.544448 0.32 -0.23 0.26
C -3.000978 2.551998 1.696739 -0.43 -0.26 -2.70
C -3.022166 0.061223 1.949985 1.41 -1.21 0.98
H -2.739592 -0.068312 -2.445774 -0.16 -0.20 0.45
H -3.759926 -0.598492 -1.145649 -1.61 -0.43 0.56
H -2.156067 -1.344050 -1.407965 -0.06 0.09 0.41
H -5.371593 3.339885 -3.280012 -0.16 -0.21 0.01
H -5.920589 5.642192 -4.060245 0.35 0.06 -0.26
H -4.350602 7.405786 -3.802022 0.49 0.18 0.20
H -2.229221 7.083991 -2.531559 0.95 1.06 0.11
H -0.020532 5.285856 0.972166 -0.05 -1.19 0.03
H 1.118363 4.240779 1.808303 -0.32 -0.34 0.04
H -0.633180 3.891021 1.898338 0.41 -0.21 -0.26
H 0.727706 6.228876 -1.514320 0.90 -0.66 0.72
H 2.544822 6.166434 -1.300310 -0.55 0.08 -0.02
H 1.541383 6.055366 0.113737 -0.16 0.04 0.04
H 1.073133 3.939565 -3.196177 -0.31 0.23 0.07
H 2.317549 2.817903 -2.723855 0.11 0.89 0.13
H 2.680966 4.616496 -2.932452 0.34 -0.25 -0.43
H 2.773905 3.867249 0.827477 0.31 0.18 -0.44
H 3.899162 4.530320 -0.399777 -0.61 -0.36 -0.20
H 3.223444 2.856662 -0.502227 0.92 -1.02 -0.06
H -4.964126 1.782410 -0.223904 -0.23 -0.28 0.16
H -5.377700 1.104828 1.432548 0.36 0.45 -0.42
H -4.886115 0.002354 0.205722 -0.01 0.64 -0.17
H -3.182690 3.320810 0.904641 0.28 -0.20 0.66
H -1.992466 2.619160 2.043857 0.47 0.04 0.49
H -3.732796 2.739803 2.450350 -0.37 -0.11 0.82
H -3.095249 -0.941495 1.515673 -0.28 0.26 -0.09
H -3.701518 0.150788 2.784774 -0.44 -0.05 0.32
H -2.018165 0.064865 2.390969 -0.02 0.12 -0.02
Te 0.170590 0.733553 -2.708079 0.50 -0.23 0.14
C 1.776132 -4.743638 3.171390 1.12 -0.58 0.41
C 1.302002 -3.465173 2.620294 -1.06 1.59 -1.20
C 0.350902 -2.708363 3.530496 -1.01 -0.34 -1.01
C 2.435834 -2.530786 2.344593 2.58 -1.01 -0.28
O 0.659020 -3.724669 1.341368 0.18 -0.02 0.06
Si -0.409803 -2.756103 0.556661 -0.64 0.19 0.10
O 0.018951 -1.240677 0.330298 0.34 0.19 -0.19
O -1.851256 -2.771709 1.384041 0.57 -0.74 -0.55
C -2.606520 -3.977748 1.612157 -1.33 0.69 -0.32
C -1.792326 -5.249986 1.765232 0.81 -0.41 0.64
C -3.364157 -3.639514 2.917529 1.45 -0.86 0.33
C -3.540118 -4.211024 0.406569 -1.82 -0.06 0.79
O -0.764596 -3.533221 -0.854612 -0.84 0.51 0.65
C 0.070393 -3.908123 -1.903041 -0.40 -0.98 -0.14
C 1.321123 -3.104492 -1.924861 1.15 0.17 0.45
C -0.692606 -3.823478 -3.234866 -0.69 0.74 0.52
C 0.483458 -5.351341 -1.677483 1.20 -0.21 -0.15
H 2.386762 -4.517914 4.054036 -0.04 -0.23 -0.11
H 2.396523 -5.224890 2.419671 0.23 -0.17 -0.01
H 1.015295 -5.442143 3.456617 -0.68 -0.22 0.13
H 0.761831 -2.525829 4.484729 0.64 0.12 1.18
H -0.572946 -3.287035 3.634214 0.13 0.27 0.12
H 0.134847 -1.725301 3.089456 -0.15 -0.26 0.13
H 2.956774 -2.385858 3.296714 0.22 0.22 -0.17
H 2.124200 -1.570421 2.007330 -0.54 0.68 -0.22
H 3.199548 -2.952443 1.592012 -1.09 0.39 0.99
H -1.150585 -5.214866 2.657971 -0.14 0.08 -0.25
H -1.132974 -5.441477 0.914600 -0.19 0.15 0.03
H -2.421692 -6.137566 1.884458 -0.27 0.28 -0.05
H -2.565164 -3.615310 3.699892 -0.82 0.21 -0.38
H -4.058714 -4.412044 3.208660 -0.34 -0.38 -0.01
H -3.872541 -2.690409 2.898740 -0.07 0.36 -0.25
H -3.012200 -4.372272 -0.501984 0.68 -0.38 -0.60
H -4.250887 -3.409443 0.178632 0.38 0.54 0.38
H -4.259577 -5.044538 0.592840 0.84 0.12 -0.01
H 1.126206 -2.021308 -1.954207 0.24 -0.39 -0.38
H 1.907950 -3.522320 -2.752357 0.18 0.76 -0.04
H 1.890945 -3.354409 -0.997602 -0.28 0.34 -0.48
H -1.054885 -2.773232 -3.388254 0.48 -0.82 -0.10
H -1.582903 -4.484701 -3.254779 0.49 0.26 0.20
H -0.008432 -4.145652 -4.012330 -0.06 0.19 -0.39
H 1.007209 -5.485298 -0.696601 -0.26 0.24 -0.87
H 1.159084 -5.590545 -2.539901 -0.46 -0.37 0.88
H -0.378838 -5.991169 -1.670845 -0.44 -0.45 -0.16
C 5.292918 -0.142570 0.646654 -0.16 -1.75 -0.23
C 4.815150 0.027940 -0.807723 0.47 0.36 0.38
C 4.903064 -1.350173 -1.513356 -0.13 0.96 0.47
C 5.756005 1.026762 -1.452859 0.40 0.58 -1.63
N 3.511787 0.718497 -0.810299 -0.72 -0.88 -1.17
N 2.517077 0.159724 0.041158 0.35 -1.37 1.84
H 6.349182 -0.501018 0.588569 -0.79 0.16 0.27
H 4.657914 -0.960206 1.130519 0.99 1.16 -0.21
H 5.274004 0.784410 1.207730 -0.24 0.09 0.16
H 5.918041 -1.714456 -1.379588 0.02 -0.28 0.09
H 4.711433 -1.308138 -2.574136 -0.18 0.24 -0.42
H 4.189468 -2.025661 -1.069705 -0.15 -0.50 0.20
H 6.782220 0.606728 -1.405699 -0.35 0.68 0.27
H 5.615291 2.052974 -1.017565 0.53 -1.09 -0.13
H 5.583073 1.151658 -2.566308 -0.16 -0.21 1.06
H 3.091788 0.640588 -1.753871 0.34 0.24 0.47
H 2.868842 0.297071 1.032235 -0.63 0.23 -1.16
H 2.428323 -0.894038 -0.029073 0.12 1.20 -0.26
```
Forces are in eV/Å.



> The lowest calculated total energy belongs to which entry?

C34H67N4O4P2Se4SiTcTe